The following is a quantum chemistry calculation of a 2-piece molecular cluster, C3H8NS overall at a distorted geometry, from the Open Molecules 2025 dataset.

XYZ file:
```
13
Properties=species:S:1:pos:R:3:forces:R:3:lowdin_charge:R:1
C -2.795235 -1.593023 -1.487382 0.84 4.24 2.31 0.199
C 1.936993 0.699143 0.540419 0.45 -0.23 -1.41 -0.776
C 3.090601 0.890358 1.436763 -1.35 2.62 -0.75 -0.141
N -3.103015 -0.389868 -1.021508 -2.52 -2.49 2.28 0.169
S 0.699199 -0.298049 0.673503 -0.84 -0.71 0.50 0.615
H -2.031879 -1.523811 -2.251594 -0.32 -0.66 -0.51 0.124
H -2.977043 -2.446376 -0.853350 -0.64 -0.37 -0.42 0.125
H 1.931628 1.269378 -0.386131 0.29 0.43 0.15 0.041
H 3.116981 0.144875 2.172665 0.35 -0.91 1.09 0.050
H 2.686394 1.885495 1.888303 1.40 -1.23 -0.21 0.134
H 4.019873 1.055379 0.861688 -0.44 0.01 0.56 0.097
H -3.790301 -0.148518 -0.140412 2.20 -1.38 -2.70 0.245
H -2.784196 0.455015 -1.432965 0.57 0.68 -0.88 0.119
```
Positions in Å, forces in eV/Å.

Results
E_LUMO: -6.15 eV
Kohn-Sham gap: 0.2007 Eh
Spin multiplicity: 1
Net charge: +1
Energy above the lowest of the compared OMol25 structures with the same formula, charge and spin: 181.9 kJ/mol
F_max: 4.9 eV/A